1.
A cluster of 19 separate species, C19H76N38O19 in total, computed with ωB97M-V/def2-TZVPD.

Energy: -116484.6858 eV
Gap between HOMO and LUMO: 9.7 eV
HOMO energy: -0.3527 Ha
ΔE to the lowest compared entry with this formula, charge and spin: 2.492 eV

Geometry (Å):
C 0.30188 1.58658 1.33059
O -0.74389 1.15120 0.85279
N 1.51687 1.32775 0.74727
N 0.27999 2.24506 2.46968
H 1.53992 0.98588 -0.26246
H 2.25252 1.91831 1.08750
H 0.94161 2.75328 3.00154
H -0.59341 2.36389 2.95214
C 3.30250 -3.90470 2.58432
O 3.79878 -3.63776 1.52650
N 2.29071 -3.13943 3.05085
N 3.61475 -4.93149 3.44283
H 1.67747 -2.58027 2.38933
H 1.69709 -3.53857 3.78939
H 4.34169 -5.52346 3.01562
H 2.73580 -5.35444 3.72198
C -2.64462 2.71991 6.91837
O -2.17475 3.68303 7.52040
N -1.95255 1.71148 6.33371
N -4.07642 2.59922 6.70848
H -0.93606 1.84957 6.31786
H -2.45871 1.50109 5.43300
H -4.43390 1.66816 6.43297
H -4.43089 2.90128 7.64201
C 4.65264 -0.29541 0.39307
O 4.97521 0.81897 -0.06199
N 5.16462 -0.73231 1.60374
N 3.76723 -1.08892 -0.23619
H 4.95727 -1.65678 1.92898
H 5.76467 -0.03340 2.07976
H 3.37278 -1.95372 0.20055
H 3.29550 -0.59976 -1.00591
C -3.22506 6.43404 -3.40980
O -3.84832 6.96305 -4.31222
N -2.00784 5.85451 -3.54380
N -3.59980 6.36996 -2.12704
H -1.55139 5.42224 -2.69934
H -1.46475 6.07046 -4.36187
H -4.37808 7.00479 -1.92848
H -2.88703 6.50005 -1.43944
C -3.41996 2.29430 3.16813
O -3.48529 1.10876 3.59430
N -2.74514 2.56435 2.04904
N -4.08246 3.38567 3.75139
H -2.15756 1.86398 1.54325
H -2.45932 3.58708 1.93643
H -4.30934 3.15686 4.72554
H -3.75906 4.30832 3.49739
C 0.17172 -4.57196 6.12267
O 1.28846 -5.05005 6.20332
N -0.97050 -5.08833 6.72703
N -0.06627 -3.57654 5.27316
H -1.86763 -4.78257 6.36079
H -0.93832 -5.98056 7.19509
H -0.92820 -3.10994 5.48128
H 0.69727 -2.94048 5.48226
C -2.51298 -3.32877 -1.47573
O -3.01723 -2.20518 -1.14012
N -2.17341 -4.39651 -0.61058
N -2.38348 -3.71877 -2.77184
H -2.27878 -4.21623 0.36710
H -1.43537 -5.02714 -0.94305
H -2.44688 -3.02404 -3.52546
H -1.79329 -4.50500 -3.04868
C 1.57166 1.74401 -5.73968
O 0.71019 2.11180 -4.98871
N 1.27014 1.26251 -7.00130
N 2.91613 1.73112 -5.35464
H 1.94326 1.24653 -7.72990
H 0.47456 1.67589 -7.44717
H 2.92411 1.69022 -4.35888
H 3.54265 1.03208 -5.72237
C -0.54169 4.92140 0.98699
O -1.46940 4.95990 1.84310
N -0.86137 4.61168 -0.27562
N 0.69661 5.32848 1.25689
H -0.13509 4.44455 -0.96128
H -1.66877 3.99848 -0.30889
H 0.94559 5.30343 2.20284
H 1.32233 4.93542 0.58257
C -0.84140 -1.47427 2.21443
O -0.04498 -1.88342 1.38721
N -2.16371 -1.64331 2.01352
N -0.54295 -0.73316 3.34173
H -2.81149 -1.27266 2.69038
H -2.40874 -1.86281 1.05024
H 0.36844 -0.33252 3.38660
H -1.17757 0.05190 3.42743
C 1.17847 -5.43187 -1.06762
O 0.28797 -5.43310 -1.88324
N 1.37848 -4.35124 -0.22138
N 2.00621 -6.45286 -0.84812
H 0.65620 -3.65072 -0.20430
H 2.02798 -4.21422 0.52129
H 2.13595 -7.17764 -1.57753
H 2.79939 -6.33657 -0.25990
C 2.92396 3.41106 -0.84579
O 2.04101 4.30072 -0.99568
N 3.13316 2.33071 -1.61542
N 3.81647 3.39293 0.26653
H 2.40512 2.01231 -2.21397
H 3.91021 1.68597 -1.38888
H 4.57489 2.76514 0.27012
H 4.07937 4.24263 0.70800
C -2.67218 0.03760 -4.39406
O -1.90477 -0.85182 -4.18922
N -2.32290 1.21548 -5.05306
N -4.10044 0.07475 -4.03151
H -2.85355 2.05328 -5.02915
H -1.33605 1.31592 -5.24154
H -4.21001 -0.61022 -3.29001
H -4.30398 0.98592 -3.65506
C 2.02103 -2.50324 -5.43622
O 2.28977 -3.70829 -5.12176
N 3.01338 -1.55717 -5.43225
N 0.78639 -2.07876 -5.67859
H 3.81143 -2.00720 -5.05734
H 2.85849 -0.79413 -4.81286
H 0.62493 -1.10480 -5.78449
H 0.05311 -2.80504 -5.66630
C -3.57241 1.92099 -1.07176
O -2.37418 2.16050 -1.19212
N -4.10663 1.03338 -0.18361
N -4.56264 2.65553 -1.79082
H -5.04755 1.09232 0.09254
H -3.52996 0.68274 0.58682
H -5.49702 2.29515 -1.67589
H -4.32978 3.22527 -2.58112
C 0.82409 3.96860 5.27234
O 1.83984 3.72292 4.51684
N -0.45111 4.13068 4.85611
N 1.04442 3.91681 6.65747
H -0.63051 4.35533 3.90423
H -1.16937 4.17775 5.56860
H 1.94237 3.95549 7.08363
H 0.30485 4.32562 7.21209
C 2.31698 -7.39440 -4.29287
O 2.53399 -8.12108 -3.29616
N 3.32366 -6.92391 -5.01847
N 1.08459 -6.93693 -4.66051
H 3.19242 -6.19230 -5.68052
H 4.22861 -7.15479 -4.66839
H 1.06238 -5.99315 -4.96374
H 0.37904 -6.97095 -3.90318
C 0.97933 -0.53688 -2.42938
O 2.09842 -0.32002 -2.90146
N 0.28139 0.55638 -1.79842
N 0.58145 -1.75225 -2.27207
H -0.65770 0.39422 -1.47683
H 0.36300 1.43485 -2.25101
H 1.07298 -2.53653 -2.73366
H -0.41400 -1.95480 -2.22423

=====

2.
A cluster of 5 separate species, C19H7Cl16NO3 in total, computed with ωB97M-V/def2-TZVPD.

Energy: -227805.6731 eV
Gap between HOMO and LUMO: 9.1 eV
HOMO energy: -0.3616 Ha
SMILES string: O=C=Nc1cccc2c1C(=O)c1ccccc1C2=O.ClC(Cl)(Cl)Cl.ClC(Cl)(Cl)Cl.ClC(Cl)(Cl)Cl.ClC(Cl)(Cl)Cl

Geometry (Å):
O -0.20952 2.41051 1.50749
C -0.95903 2.18673 0.64768
N -1.50122 1.88140 -0.41046
C -2.23709 0.63898 -0.36479
C -3.62938 0.69054 -0.31818
C -4.36002 -0.48589 -0.31461
C -3.74987 -1.73706 -0.34211
C -2.36778 -1.78949 -0.37660
C -1.62576 -0.60376 -0.38853
C -0.12364 -0.76632 -0.46801
O 0.65943 -0.10736 0.16854
C 0.31216 -1.87902 -1.39557
C 1.39646 -1.68273 -2.23413
C 1.72542 -2.72912 -3.09786
C 1.00123 -3.90982 -3.08191
C -0.09005 -4.10117 -2.23867
C -0.42815 -3.06074 -1.38854
C -1.60539 -3.09450 -0.44081
O -1.88106 -4.06098 0.22305
H -4.17445 1.62790 -0.28350
H -5.44591 -0.46053 -0.30721
H -4.33078 -2.65331 -0.36189
H 1.95497 -0.75286 -2.23266
H 2.57694 -2.59866 -3.75864
H 1.26761 -4.71341 -3.75085
H -0.67741 -5.01389 -2.22249
C 3.74810 3.52283 2.30786
Cl 2.05905 3.33328 1.83435
Cl 4.75126 2.38972 1.39295
Cl 4.27556 5.17368 1.96286
Cl 3.90058 3.15868 4.04718
C -0.48833 -5.42294 -7.09475
Cl -1.83617 -6.56659 -7.13804
Cl -0.35425 -4.72483 -5.47195
Cl 1.01365 -6.26625 -7.49331
Cl -0.77023 -4.13295 -8.26946
C -2.82725 1.90269 4.71336
Cl -4.36727 2.76580 4.58357
Cl -3.10722 0.29636 5.39856
Cl -2.09770 1.74618 3.10790
Cl -1.73026 2.80768 5.75914
C 5.26648 7.35386 5.51900
Cl 3.95188 8.05680 6.47099
Cl 5.41000 8.22382 3.98423
Cl 6.78451 7.49576 6.41741
Cl 4.91991 5.65097 5.19941

=====

3.
An isolated molecule of C2, computed with ωB97M-V/def2-TZVPD.

Energy: -2062.4885 eV
Gap between HOMO and LUMO: 6.6 eV
HOMO energy: -0.3605 Ha
ΔE to the lowest compared entry with this formula, charge and spin: 2.243 eV

Geometry (Å):
C 0.81296 0.31182 0.18218
C -0.81296 -0.31182 -0.18218

=====

4.
An isolated molecule of C2, computed with ωB97M-V/def2-TZVPD.

Energy: -2064.7283 eV
Gap between HOMO and LUMO: 6.8 eV
HOMO energy: -0.4250 Ha
ΔE to the lowest compared entry with this formula, charge and spin: 0.004 eV

Geometry (Å):
C -0.45527 0.34745 0.25991
C 0.45527 -0.34745 -0.25991

=====

Which of these has the lowest HOMO energy?
number 4

=====

Which formula does entry 2 have?
C19H7Cl16NO3

=====

Which formula does entry 3 have?
C2

=====

HOMO energy of number 4 (C2)?
-0.4250 Ha